1.
Molecular formula: C5H6O5Zn
Method: DFT, ωB97M-V/def2-TZVPD

```
17
Properties=species:S:1:pos:R:3
H -2.4093 -0.9311 2.4387
O 1.3455 2.5956 -0.1636
C -2.0064 -0.4181 1.5681
C 1.3623 3.7290 0.1451
H -2.7212 -0.0950 0.8159
H 0.3535 -1.3711 -2.7998
C 0.7008 -1.1624 -1.7734
C -0.3011 -1.5512 -0.6829
O 0.1612 -0.9569 0.5111
C -0.5977 -0.2633 1.4940
O 1.4351 4.5885 1.0032
O 0.2628 0.5808 1.9793
Zn 1.2374 0.7342 0.3158
O 1.1909 0.0910 -1.6503
H 1.6313 -1.7927 -1.6877
H -0.3589 -2.6415 -0.5755
H -1.2862 -1.1357 -0.9380
```

Output
largest force on an atom = 0.15395 Eh/bohr
energy relative to the best compared isomer or geometry (same formula, charge and spin) = 0.000 eV
2S+1 = 2
HOMO energy (alpha / beta) = -12.4 / -12.4 eV
total charge = +1
calculated total energy = -63926.5720 eV
orbital gap (alpha / beta) = 6.93 / 6.23 eV

Here are the Löwdin charges for atoms 1 to 6, given in e: 0.114, 0.135, 0.237, -0.199, 0.116, 0.135

***

2.
Molecular formula: C30H47BeBrCl2N3O6Si
Method: DFT, ωB97M-V/def2-TZVPD

```
91
Properties=species:S:1:pos:R:3
C -1.5172 2.6690 -4.6028
C -0.4935 2.5669 -5.6626
H -1.2617 3.5013 -3.9216
H -1.6883 1.7119 -3.9015
H -2.4846 2.9355 -5.0635
C -0.4307 3.5245 -6.6218
C -1.3787 4.6720 -6.7097
H 0.3292 3.4594 -7.4020
H -1.4467 5.2507 -5.7708
H -2.4027 4.3600 -6.9826
H -0.9951 5.3392 -7.4939
Be 1.2735 0.0502 -3.3867
Cl -2.4170 1.1992 -2.6321
C 3.6703 -0.9126 -3.6702
O 2.9497 0.0756 -3.3495
N 4.7396 -1.2759 -2.9816
C 5.2397 -0.4450 -1.8933
C 5.4804 -2.4538 -3.4182
H 3.4372 -1.5500 -4.5330
H 4.4730 -0.3130 -1.1171
H 5.5510 0.5450 -2.2651
H 6.0967 -0.9723 -1.4628
H 4.7652 -3.2634 -3.6133
H 6.1774 -2.7476 -2.6292
H 6.0275 -2.2302 -4.3487
H 2.5060 -0.3703 0.0438
H -0.3506 -2.0348 1.5008
C 1.7097 -0.3464 0.7952
C -0.6746 -1.1340 0.9650
N 0.4240 -0.6169 0.1479
H 1.7010 0.6453 1.2774
C 0.1943 -0.1202 -1.0619
O 1.0771 0.4776 -1.7393
H -1.4975 -1.3877 0.2938
H -0.8247 -0.2569 -1.4587
H 1.9051 -1.1198 1.5441
H -1.0101 -0.3713 1.6879
H -2.1188 4.9545 -2.0033
H -1.5748 7.7542 -2.6575
C -2.6615 5.4520 -1.1794
C -2.2640 7.8321 -1.8055
N -2.0913 6.7478 -0.8502
H -2.5880 4.8124 -0.2903
C -1.0552 6.7886 0.0302
O -0.1227 7.5894 -0.0158
H -2.1001 8.7923 -1.3082
H -1.1475 5.9964 0.8116
H -3.7057 5.5932 -1.4694
H -3.2934 7.7712 -2.1750
O 0.5789 0.9704 -4.2842
C 0.5972 1.4970 -5.5574
C 2.4305 3.2637 -5.7622
C 2.0119 1.9444 -5.9170
H 1.6905 4.0302 -5.5081
C 3.7616 3.6119 -6.0057
H 0.3237 0.7534 -6.3370
C 2.9267 0.9588 -6.3130
H 4.0680 4.6524 -5.8733
C 4.6795 2.6246 -6.3647
C 4.2588 1.3018 -6.5481
H 2.5468 -0.0579 -6.4767
H 5.7292 2.8907 -6.5345
H 4.9712 0.5167 -6.8263
Si 2.7031 4.0252 -0.9376
Cl 0.9954 3.6291 0.1191
C 1.7050 5.2355 -2.1213
C 3.6758 3.3001 -2.4498
C 3.6926 2.7880 0.1924
H 2.3108 5.6928 -2.9104
H 1.2120 6.0303 -1.5413
H 0.9191 4.6408 -2.6238
H 3.3366 2.7417 1.2271
H 4.7818 2.9235 0.1864
H 3.4716 1.8031 -0.2753
H 3.8577 4.0919 -3.1895
H 3.2017 2.4583 -2.9650
H 4.6665 2.9640 -2.0982
Br 2.9363 -3.4545 -0.6266
C 1.1044 -3.8847 -0.9066
C 0.4060 -4.5775 0.0842
C -0.9849 -4.7402 -0.0288
C -1.6443 -4.2825 -1.1774
C -0.9299 -3.6633 -2.1979
C 0.4503 -3.4562 -2.0686
C 1.1980 -2.6587 -3.1148
O 2.1810 -3.1546 -3.6816
O 0.6993 -1.4805 -3.3274
H 0.9470 -4.9664 0.9433
H -1.5263 -5.2456 0.7687
H -2.7270 -4.4029 -1.2722
H -1.4199 -3.3179 -3.1075
```

Output
largest force on an atom = 0.10053 Eh/bohr
energy relative to the best compared isomer or geometry (same formula, charge and spin) = 3.418 eV
HOMO energy = -3.2 eV
total charge = -1
calculated total energy = -151999.2715 eV
orbital gap = 5.13 eV

Here are the Löwdin charges for atoms 1 to 6, given in e: -0.217, -0.235, 0.060, -0.248, 0.069, -0.176

***

3.
Molecular formula: C27H32N4O6S
Method: DFT, ωB97M-V/def2-TZVPD

```
70
Properties=species:S:1:pos:R:3
C -8.1052 0.0523 0.2992
H -8.8662 -0.5807 0.7532
O -6.8714 -0.5302 0.6404
C -5.7300 0.0697 0.1904
C -5.6766 1.2177 -0.5823
C -4.4478 1.7279 -0.9721
C -3.2610 1.1126 -0.6115
C -3.3165 -0.0617 0.1696
C -4.5419 -0.5629 0.5631
H -4.6257 -1.4519 1.1654
O -2.1173 -0.6339 0.4868
C -2.1214 -1.8479 1.1959
H -2.7157 -2.6088 0.6807
H -2.5093 -1.7172 2.2122
H -1.0831 -2.1759 1.2356
N -1.9993 1.6097 -0.9650
C -1.7358 2.6099 -1.8344
O -2.5519 3.2092 -2.5037
C -0.2540 2.9652 -1.9166
H 0.3741 2.1001 -2.1219
H -0.1084 3.7354 -2.6724
S 0.2978 3.6040 -0.3050
C 1.7934 2.7054 -0.1085
N 2.3828 2.2972 -1.1735
C 3.5469 1.5992 -1.0507
C 4.1964 1.1321 -2.1999
C 5.3775 0.4376 -2.0831
C 5.9399 0.1888 -0.8303
C 5.3091 0.6340 0.3090
C 4.1097 1.3427 0.2110
C 3.4033 1.7760 1.4078
O 3.7518 1.5217 2.5466
N 2.2387 2.5093 1.1654
C 1.4379 2.8973 2.3146
H 1.0986 3.9267 2.1777
C 0.2376 1.9695 2.5339
C 0.6490 0.4980 2.5561
C 1.0085 -0.0074 1.1692
O 0.4714 0.3904 0.1491
N 1.9858 -0.9342 1.1517
H 2.4010 -1.2367 2.0186
C 2.3918 -1.6179 -0.0502
H 3.4567 -1.4464 -0.2414
H 1.8045 -1.1866 -0.8645
C 2.1283 -3.1302 0.0491
H 2.6864 -3.5312 0.9039
C 2.4863 -3.8443 -1.2727
H 3.2839 -4.5702 -1.1323
H 2.8118 -3.1130 -2.0121
C 1.1719 -4.5075 -1.6984
H 1.0088 -4.4715 -2.7723
C 0.1350 -3.6941 -0.9235
H -0.7782 -4.2458 -0.7009
O 0.7609 -3.3924 0.3083
H -0.1222 -2.7701 -1.4588
H 1.1451 -5.5463 -1.3695
H 1.4882 0.3501 3.2374
H -0.1934 -0.1051 2.9027
H -0.4999 2.1162 1.7445
H -0.2223 2.2397 3.4850
H 2.1088 2.8451 3.1764
H 5.7186 0.4541 1.2918
H 6.8705 -0.3538 -0.7585
H 5.8798 0.0812 -2.9707
H 3.7524 1.3365 -3.1612
H -1.2165 1.1207 -0.5312
H -4.4109 2.6188 -1.5752
H -6.5718 1.7314 -0.8911
H -8.1943 1.0680 0.6981
H -8.2530 0.0747 -0.7853
```

Output
largest force on an atom = 0.01789 Eh/bohr
energy relative to the best compared isomer or geometry (same formula, charge and spin) = 1.228 eV
HOMO energy = -7.5 eV
total charge = 0
calculated total energy = -57600.9130 eV
SMILES = COc1ccc(NC(=O)CSc2nc3ccccc3c(=O)n2CCCC(=O)NC[C@@H]2CCCO2)c(OC)c1
orbital gap = 7.92 eV

Here are the Löwdin charges for atoms 1 to 6, given in e: -0.095, 0.091, -0.088, -0.278, -0.025, 0.002

***

4.
Molecular formula: H6KO7P
Method: DFT, ωB97M-V/def2-TZVPD

```
15
Properties=species:S:1:pos:R:3
K -0.3820 0.4876 -0.4431
P 1.2013 -1.5126 1.5401
O 1.2889 -3.0345 1.6946
O 1.6442 -1.1175 0.0442
O 2.0679 -0.7194 2.5053
O -0.3238 -1.0265 1.7214
O 1.2739 -1.0556 -2.4255
H 1.4471 -1.1293 -1.3506
H 1.5598 -1.9153 -2.7401
O -2.2208 0.7656 1.7596
H -2.2942 1.1449 2.6373
H -1.5064 0.0172 1.8736
O -1.2022 2.8335 -1.9436
H -1.4075 3.7660 -2.0316
H -1.1461 2.4960 -2.8417
```

Output
largest force on an atom = 0.01791 Eh/bohr
HOMO energy = 1.4 eV
total charge = -2
calculated total energy = -40046.5323 eV
orbital gap = 2.39 eV

Here are the Löwdin charges for atoms 1 to 6, given in e: 0.859, -0.081, -0.522, -0.548, -0.514, -0.577